Record 1
This record from OMol25 describes 5 unconnected molecules or ions with the total composition C28H48BIN2O22PS5 in a non-equilibrium geometry. The level of theory is ωB97M-V with the def2-TZVPD basis set.

Summary:
2S+1 ... 1
Charge ... +1
HOMO energy ... -11.9 eV

```
108
Properties=species:S:1:pos:R:3:forces:R:3
C 3.320340 3.381520 1.935991 -0.6 -0.2 -1.8
C 2.779316 3.338743 0.384668 0.1 -0.1 0.5
C 1.707799 4.539278 0.087355 0.4 -0.6 -0.7
C 0.354970 3.990367 -0.658560 0.0 -0.6 1.3
C -0.962104 4.107205 0.310547 0.6 -0.5 0.0
C -2.281724 3.418302 -0.380984 1.0 1.8 -0.5
N -2.316377 1.933546 -0.053043 -0.2 -2.9 0.0
C -2.075889 0.940644 -1.120249 -0.2 -2.8 2.8
N -1.837095 1.290028 -2.536961 4.4 0.6 1.4
C -0.562144 1.438242 -2.802885 3.3 0.2 0.4
O 0.661388 1.572347 -3.002097 -8.1 -0.8 0.8
C -2.063611 -0.618985 -0.775047 -0.9 1.2 2.6
C -1.773593 -1.729924 -1.893849 -0.5 0.5 -0.2
C -0.220686 -2.184764 -1.933721 -0.1 -0.2 1.8
C 0.764569 -1.341109 -0.977885 1.1 -0.4 -0.2
I 0.569593 -2.120519 -3.963019 -0.4 -0.1 0.8
C -2.354511 -1.130201 0.707545 0.7 3.8 -1.5
C -2.355330 -2.723861 0.998951 -4.3 -3.4 0.7
O -3.474935 -3.342070 1.051380 5.2 3.6 -0.5
O -1.179822 -3.522900 1.156389 -1.4 3.7 1.3
B -0.346716 -3.082337 2.264568 1.6 0.2 0.6
C 1.258789 -3.473791 2.160745 -1.0 0.2 0.0
O -0.783576 -2.310925 3.402959 3.2 1.2 -5.6
C -2.635933 -0.017696 1.777156 0.3 0.5 -2.1
O -2.952694 -0.353930 3.141060 0.0 0.9 -3.8
C -4.342533 -0.804125 3.230504 -2.2 -0.1 0.8
C -5.441314 0.355578 3.061350 -2.0 -0.6 0.5
C -6.865657 -0.244458 3.624274 0.0 -0.1 -0.9
O -5.707466 0.706283 1.657316 0.6 0.5 1.1
C -2.594211 1.519746 1.341225 0.9 -3.8 -1.0
P -2.968994 2.767009 2.746891 -1.8 1.0 -0.2
S -4.607374 3.807361 2.386679 0.6 -0.3 -0.1
H 3.834476 2.377709 2.144356 -0.5 1.7 -0.1
H 4.011856 4.292744 1.999208 -1.0 -1.5 0.5
H 2.378503 3.447361 2.588167 1.6 0.2 -0.7
H 2.324326 2.286242 0.254810 0.4 1.7 0.0
H 3.652468 3.401668 -0.376088 -1.4 -0.1 1.4
H 2.234589 5.287894 -0.621266 -1.0 -1.0 1.4
H 1.464293 5.045189 1.088459 0.2 -0.6 -1.6
H 0.195556 4.491464 -1.678973 0.1 -0.8 1.6
H 0.528359 2.843783 -0.770333 -0.4 2.0 -0.2
H -1.168167 5.196077 0.640278 0.2 -1.8 -0.7
H -0.669438 3.504581 1.264773 -0.6 1.1 -1.6
H -3.259991 3.948373 -0.091307 1.4 -1.2 0.0
H -2.146735 3.603138 -1.520321 -0.4 -0.9 1.9
H -2.125525 -1.323127 -2.921530 0.7 -0.6 1.8
H -2.422747 -2.670643 -1.691869 1.0 1.7 -0.1
H -0.179659 -3.284555 -1.555513 0.0 2.0 -0.9
H 0.466450 -1.319737 0.130925 0.2 -0.2 -1.7
H 1.802753 -1.868301 -1.035809 -1.8 1.0 0.1
H 0.947899 -0.255591 -1.303588 -0.5 -1.6 0.3
H 1.487630 -4.167308 1.271024 -0.2 1.0 1.6
H 1.530571 -3.922429 3.185663 0.0 0.6 -1.7
H 1.808352 -2.475782 1.999816 -0.5 -1.5 0.3
H -0.028112 -1.676111 3.565116 -1.0 -1.1 0.1
H -4.481542 -1.230364 4.302746 0.6 0.9 -1.9
H -4.612242 -1.658870 2.512967 0.7 1.3 0.8
H -5.246134 1.304265 3.679112 0.2 -1.4 -0.9
H -7.525933 -0.517834 2.705815 1.3 0.5 1.5
H -7.430039 0.579661 4.187539 0.9 -1.4 -0.5
H -6.725923 -1.219662 4.216879 -0.3 1.7 -0.5
H -6.226715 1.553385 1.630517 0.8 -1.1 0.3
H -1.916980 3.713987 2.961338 0.0 -1.1 -0.2
H -3.158968 2.058069 3.992529 0.8 -0.1 -1.1
C -3.020392 -5.028057 7.531114 0.2 -0.5 0.4
C -1.630001 -4.475261 7.811093 -0.4 0.4 0.4
O -0.926366 -4.597239 6.574576 -0.5 -0.3 -0.8
S -1.975335 -4.415069 5.347597 -0.3 0.2 0.6
O -1.902676 -3.055646 4.890680 -2.1 -2.7 2.6
O -1.840929 -5.537474 4.465714 0.1 1.1 0.3
O -3.341808 -4.591945 6.209718 0.7 0.3 -0.4
H -3.019037 -6.121802 7.538083 0.0 0.1 0.1
H -3.761042 -4.662201 8.243872 0.0 0.1 -0.3
H -1.116328 -5.022609 8.602078 0.1 0.0 -0.3
H -1.672430 -3.413527 8.072407 0.0 -0.1 0.1
C 2.398234 4.780790 -5.422649 0.4 -0.6 -0.2
C 2.551587 4.433751 -3.949124 -0.7 -0.2 0.0
O 3.503922 5.369057 -3.444014 0.3 0.5 -0.5
S 3.349924 6.770338 -4.253455 0.0 0.2 -0.3
O 2.533992 7.653275 -3.469981 0.8 -0.5 -0.7
O 4.636748 7.144033 -4.759758 -1.0 -0.2 0.7
O 2.450876 6.207473 -5.482624 0.2 0.4 1.0
H 3.230205 4.384219 -6.009660 -0.1 0.0 0.1
H 1.456714 4.416096 -5.836557 0.0 0.3 0.0
H 2.897802 3.412106 -3.796487 0.2 0.3 0.0
H 1.611332 4.583838 -3.408484 0.0 0.0 -0.1
C -0.188418 -6.105509 -2.568951 -0.5 0.1 -0.2
C -0.369978 -7.369048 -3.397968 -0.1 -0.3 0.6
O 0.596964 -7.269296 -4.442630 0.5 0.9 0.2
S 1.900606 -6.476195 -3.885146 0.2 -0.3 -0.2
O 2.882604 -7.444608 -3.493867 -0.7 1.1 -0.3
O 2.187881 -5.393112 -4.778093 -0.1 -1.0 0.7
O 1.219563 -5.871661 -2.538144 0.2 -0.5 -0.4
H -0.666266 -5.246047 -3.049761 0.0 -0.1 0.0
H -0.578387 -6.217353 -1.555620 0.3 0.0 0.0
H -1.375616 -7.454721 -3.811029 0.2 0.1 -0.2
H -0.141285 -8.263006 -2.810004 -0.1 0.1 0.0
C 6.809797 3.008381 -3.350102 -0.2 0.0 0.7
C 6.823309 1.507552 -3.096783 0.8 0.1 0.0
O 5.735593 0.992355 -3.865131 -0.6 0.7 -0.5
S 5.554854 1.900086 -5.200037 0.8 -0.2 -0.1
O 6.222381 1.243444 -6.284645 -0.9 0.7 0.8
O 4.187488 2.330578 -5.273088 0.9 -0.6 -0.1
O 6.468057 3.156066 -4.728287 -0.4 -0.9 -0.4
H 6.037888 3.502878 -2.752801 0.1 0.0 0.0
H 7.776923 3.470107 -3.145812 -0.1 0.0 -0.3
H 6.699560 1.262606 -2.041337 -0.2 -0.1 -0.2
H 7.745751 1.052458 -3.469591 0.0 0.1 0.1
```
Forces are in eV/Å.

Record 2
This record from OMol25 describes 4 unconnected molecules or ions with the total composition C28H48BrNO12P in a non-equilibrium geometry. The level of theory is ωB97M-V with the def2-TZVPD basis set.

Summary:
2S+1 ... 1
Charge ... -1
HOMO energy ... -4.5 eV

```
91
Properties=species:S:1:pos:R:3:forces:R:3
C 2.829097 5.263915 0.061108 0.2 -0.1 -0.4
C 1.637486 4.712890 -0.725138 0.4 0.5 0.1
C 0.269414 4.658562 -0.035881 0.1 -0.5 -0.5
Br 0.507625 4.732766 1.960867 0.0 0.1 0.1
C -0.600728 3.436567 -0.491105 0.0 0.6 0.2
C -1.851207 3.340429 0.397011 -0.1 -0.5 -0.1
O -2.557859 2.118348 0.195245 0.0 0.1 0.0
C -3.261504 1.781941 1.368100 0.1 -0.1 0.1
C -1.117145 3.818687 -1.966541 0.3 0.5 -0.5
O -2.056098 3.134013 -2.391047 0.1 -0.1 0.0
O -0.541549 4.792114 -2.523351 -0.3 -0.6 0.4
N 0.185674 2.209835 -0.486344 0.0 0.5 -0.1
C 0.378144 1.475428 -1.709200 0.1 -0.7 0.1
C -0.777784 0.536008 -2.166898 0.4 -0.1 -0.3
C -0.510692 -0.904276 -1.814287 -0.2 -0.1 0.1
C -1.261312 -1.566557 -0.844335 0.1 0.0 0.0
C -0.981998 -2.882134 -0.489119 0.0 0.3 0.0
C 0.060375 -3.562064 -1.106551 -0.1 0.1 0.1
C 0.799671 -2.928587 -2.096053 0.0 0.0 0.1
C 0.508635 -1.617831 -2.438915 0.1 0.0 -0.1
C 0.273634 1.449188 0.723299 -0.2 -0.9 -0.3
P 1.934430 0.844892 1.122716 0.3 0.9 0.4
O 3.043584 1.794890 0.952995 0.0 -0.2 -0.2
O 1.795192 0.382807 2.663288 -0.2 -0.3 -0.1
O 2.158342 -0.559573 0.372801 0.0 0.1 0.0
H 3.198040 4.555575 0.800503 -0.1 0.1 0.2
H 2.623997 6.240336 0.501169 -0.1 -0.1 0.2
H 3.641745 5.417019 -0.657677 0.0 0.0 0.0
H 1.917895 3.739118 -1.120599 -0.2 -0.1 0.1
H 1.494189 5.370558 -1.579371 -0.2 -0.1 -0.1
H -0.274290 5.567208 -0.270608 -0.1 0.0 0.3
H -2.511534 4.188446 0.186633 0.0 0.1 0.0
H -1.576353 3.376426 1.450928 0.0 0.2 0.0
H -3.992619 1.005963 1.138846 0.0 0.0 -0.1
H -2.566196 1.388650 2.127363 0.0 0.0 0.1
H -3.747327 2.650808 1.817286 -0.1 -0.2 -0.2
H 1.235522 0.807837 -1.553613 0.1 0.2 0.0
H 0.689125 2.135792 -2.518793 -0.3 0.3 0.1
H -0.806675 0.611424 -3.257423 -0.2 0.0 0.0
H -1.729435 0.893973 -1.787634 0.0 0.1 0.0
H -2.057273 -1.014726 -0.355176 0.0 -0.1 0.0
H -1.573108 -3.356472 0.283600 0.0 -0.1 0.0
H 0.275248 -4.574297 -0.799167 0.0 0.0 -0.1
H 1.607975 -3.431000 -2.613076 -0.1 0.0 0.2
H 1.103003 -1.142207 -3.214177 0.0 0.1 0.0
H -0.357930 0.542628 0.688824 -0.1 0.0 0.1
H -0.031433 1.998167 1.610078 0.0 0.2 -0.1
H 1.364572 -0.477377 2.737669 0.0 0.0 0.1
H 2.918108 -0.461998 -0.215106 0.0 -0.2 -0.1
O 2.679590 -3.310327 -4.439833 0.2 -0.2 -0.3
C 3.194693 -2.397959 -5.023945 -0.2 0.3 0.1
O 4.082949 -1.633636 -4.357760 0.2 -0.2 0.0
C 4.866939 -0.617542 -4.988605 0.0 0.2 -0.1
C 4.132702 0.705587 -5.055746 -0.1 -0.1 0.0
C 2.798968 -2.026330 -6.433332 0.2 -0.2 -0.1
H 5.210684 -0.948779 -5.970109 0.0 0.0 0.0
H 5.751676 -0.521939 -4.360978 0.0 0.0 0.1
H 3.234290 0.636708 -5.669125 0.0 0.0 0.0
H 4.778245 1.476015 -5.478380 0.0 0.0 0.0
H 3.825189 1.016523 -4.057681 0.0 0.0 0.0
H 1.934039 -1.365364 -6.384374 0.0 0.0 0.0
H 2.513149 -2.937757 -6.951446 -0.1 0.0 0.1
H 3.586337 -1.543096 -7.006235 0.0 0.1 0.0
O -3.333089 4.075303 3.365437 -0.2 0.1 0.2
C -3.198814 4.288282 4.534410 0.1 0.2 0.0
O -3.703899 3.394150 5.419213 0.0 -0.1 0.0
C -3.416968 3.451769 6.815014 0.0 0.0 0.1
C -4.363551 4.373827 7.556639 0.0 0.1 -0.1
C -2.545239 5.554121 5.036722 0.3 -0.1 0.1
H -2.372476 3.716551 6.984755 0.0 0.0 0.0
H -3.542696 2.428554 7.166722 0.0 0.0 -0.1
H -4.265179 5.404909 7.217144 0.0 0.0 0.0
H -4.161131 4.344081 8.628097 0.0 0.0 0.0
H -5.395334 4.066518 7.385944 0.0 0.0 0.0
H -3.304432 6.333230 5.102514 0.0 0.0 0.0
H -1.799279 5.849141 4.302005 -0.1 0.0 -0.1
H -2.050457 5.453720 5.999773 -0.1 0.0 0.0
O -1.126473 -5.996077 0.514898 -0.1 -0.1 0.1
C -0.755300 -7.129751 0.427728 0.1 0.0 0.1
O -1.675257 -8.121752 0.501395 -0.1 0.0 -0.1
C -1.365361 -9.484044 0.211488 0.0 -0.1 0.0
C -0.819186 -10.217403 1.419679 0.0 0.1 0.1
C 0.710699 -7.483708 0.317063 0.0 0.0 -0.3
H -0.695221 -9.554683 -0.646433 0.0 0.0 0.0
H -2.313282 -9.925045 -0.093725 0.0 0.0 0.0
H 0.126614 -9.790903 1.753700 0.0 0.0 0.0
H -0.656745 -11.269759 1.183668 0.0 0.0 0.0
H -1.523525 -10.148675 2.248567 0.0 0.0 0.0
H 1.128206 -7.547870 1.321377 0.0 0.0 0.0
H 1.209736 -6.678895 -0.216608 0.0 0.1 0.1
H 0.909518 -8.411807 -0.212778 0.0 0.0 0.1
```
Forces are in eV/Å.

Record 3
This record from OMol25 describes 3 unconnected molecules or ions with the total composition C28H48Cl2F3N3O12S2Si in a non-equilibrium geometry. The level of theory is ωB97M-V with the def2-TZVPD basis set.

Summary:
2S+1 ... 1
Charge ... 0
HOMO energy ... -9.8 eV

```
99
Properties=species:S:1:pos:R:3:forces:R:3
C 8.469644 -2.015161 3.742600 -0.5 0.2 0.3
C 6.869747 -1.632882 3.446586 -2.2 -0.6 5.2
O 6.061074 -1.757997 4.532585 4.5 0.7 -7.4
N 6.422886 -1.144455 2.087271 1.0 -1.0 2.2
C 6.070027 -2.268093 1.138879 0.4 -0.8 -1.1
C 4.738050 -1.934244 0.183736 0.6 0.8 0.0
C 3.695618 -0.880808 0.965174 1.1 1.2 -1.1
C 2.178573 -0.938238 0.377234 0.0 -1.7 -0.7
C 0.963468 -0.635039 1.464146 1.6 0.2 1.4
C 0.031622 0.651771 1.151068 -0.7 1.3 0.5
C -0.609144 1.442798 2.478987 -3.1 0.7 -0.9
O 0.185487 1.439657 3.682869 -1.7 2.7 2.2
C -0.390463 2.310331 4.718988 1.4 -0.7 1.7
F 0.535266 2.197027 5.907882 -3.4 0.4 -4.3
F -0.426986 3.753244 4.378158 -0.3 -5.0 1.0
F -1.710931 1.811976 5.174459 4.2 2.1 -1.7
C 0.708233 1.888650 0.306970 4.8 2.4 1.0
Cl -0.037567 2.660823 -1.254086 0.7 -1.6 2.5
C 1.982256 2.612388 0.709591 -3.3 -0.9 -1.9
C 2.600984 3.884300 -0.186250 -0.4 -0.8 -0.3
Cl 2.930410 2.191446 2.233099 -1.5 0.5 -2.1
O -1.241104 0.225689 0.473067 1.5 -1.1 -0.1
S -0.968649 -0.661355 -0.941301 -4.2 1.1 -3.7
O -2.399722 -0.741085 -1.611130 5.7 -0.4 3.1
O -0.491859 -2.255262 -0.660828 -0.2 1.0 2.1
C -0.683713 -2.756130 0.677267 -2.4 -2.8 0.6
N -0.372741 -4.270301 0.569053 0.1 1.5 -0.1
C -2.339039 -2.813479 0.929988 0.7 0.1 0.4
S -3.140632 -3.765158 -0.525677 -8.3 -0.7 0.1
O -3.672816 -5.163064 -0.097289 3.4 3.8 -1.0
O -4.419070 -2.944637 -0.955480 5.1 -2.0 1.2
C 0.137649 -2.023998 1.909303 -0.8 0.9 -1.5
N -1.039586 -1.683857 2.851337 3.0 0.6 7.1
C -0.690404 -1.580495 4.146041 1.8 2.2 3.0
O -0.290113 -1.299664 5.417925 -3.7 -2.5 -10.2
Si 1.327177 -3.274704 2.848489 1.9 -1.6 0.0
C 2.518866 -2.376427 4.128229 0.3 0.0 0.7
C 2.598487 -4.184385 1.678259 1.1 -1.4 -0.4
C 0.331497 -4.743063 3.695643 -0.8 -0.4 0.5
H 8.497387 -3.072704 4.291479 -0.2 2.3 -1.4
H 9.105332 -2.012904 2.755926 -1.2 -0.1 2.0
H 8.911526 -1.243458 4.537707 -1.1 -1.6 -1.9
H 7.183869 -0.527243 1.729138 -0.8 -1.0 0.2
H 7.008918 -2.406040 0.422381 -2.1 -0.1 1.4
H 5.948060 -3.259385 1.757930 0.0 2.0 -1.2
H 5.198950 -1.407717 -0.783589 -1.2 -1.0 2.1
H 4.202231 -2.898312 -0.206132 1.1 1.7 1.0
H 3.795223 -0.926574 2.130241 -0.3 -0.2 -2.3
H 4.130264 0.188240 0.653198 -1.0 -2.3 1.0
H 2.143411 -0.280566 -0.588310 -0.2 -1.0 2.0
H 2.016562 -2.055433 -0.013506 0.2 2.4 0.8
H 1.572096 -0.366664 2.459101 -1.5 -0.3 -2.1
H -0.856950 2.564304 2.152885 0.8 -2.4 0.6
H -1.674744 0.977696 2.751844 2.4 0.6 -0.8
H 1.840561 4.804161 -0.205892 1.8 -2.1 0.3
H 2.717654 3.514970 -1.309167 -0.3 0.7 2.4
H 3.667989 4.188774 0.186023 -2.3 -0.6 -0.4
H -1.037273 -4.822569 1.153231 0.7 0.6 -1.0
H -0.364171 -4.568918 -0.431183 -0.1 0.3 1.3
H -2.847273 -1.767587 0.945166 0.7 -2.1 0.0
H -2.620428 -3.504574 1.862202 0.6 1.7 -2.1
H -2.312428 -3.835184 -1.655622 -0.2 0.1 1.1
H 3.651108 -2.387176 3.749953 -2.6 0.3 0.8
H 2.514838 -3.062564 5.094040 -0.1 1.6 -1.8
H 2.148878 -1.290487 4.397661 1.0 -2.2 -0.3
H 3.723854 -3.856920 1.906499 -2.5 -0.5 -0.8
H 2.318881 -4.131042 0.543860 0.8 0.0 2.1
H 2.589961 -5.349550 1.944538 -0.1 2.5 -0.5
H -0.834333 -4.609594 3.523994 2.3 -0.4 0.6
H 0.577033 -4.796868 4.856332 -0.7 0.1 -2.4
H 0.646451 -5.764178 3.210156 -0.6 2.0 0.9
O -5.919668 4.031217 -3.732534 0.5 -1.1 2.0
C -5.866991 3.367150 -2.697334 0.0 0.7 -1.4
O -4.686134 3.177322 -2.067085 0.0 0.6 -0.4
C -4.542482 2.580865 -0.765032 -0.1 -0.4 0.2
C -4.510409 1.068163 -0.863940 -0.1 0.1 -0.3
C -7.090720 2.684159 -2.166204 -0.6 0.3 0.5
H -5.314722 2.942840 -0.080227 0.0 0.0 -0.2
H -3.585300 2.933253 -0.366911 -0.1 0.2 -0.3
H -5.440266 0.670359 -1.278058 0.0 0.0 0.2
H -4.351218 0.620571 0.120771 0.0 0.0 -0.1
H -3.705002 0.746035 -1.532283 -0.4 0.3 0.4
H -7.240644 1.745491 -2.704710 0.0 0.1 0.1
H -7.952068 3.339583 -2.334514 0.2 -0.2 -0.2
H -7.061350 2.492186 -1.094884 0.1 -0.2 -0.1
O -1.732548 4.543286 -9.885813 -1.0 -0.6 2.1
C -2.156021 4.366918 -8.743462 0.4 0.3 -1.8
O -3.059407 3.392890 -8.492796 0.5 -0.2 -0.5
C -3.475391 2.984485 -7.176778 -0.3 0.3 0.2
C -4.585848 3.877887 -6.659289 0.0 0.0 0.0
C -1.748069 5.282159 -7.629013 0.7 0.0 0.5
H -2.622443 2.932761 -6.494033 0.0 0.1 -0.1
H -3.855768 1.962505 -7.275501 0.2 0.2 -0.3
H -4.258237 4.916180 -6.564443 0.0 -0.1 0.1
H -4.933097 3.534281 -5.681185 0.1 0.1 -0.2
H -5.432025 3.877065 -7.354353 0.1 -0.1 0.1
H -2.359252 6.186988 -7.665130 0.1 -0.1 0.0
H -0.695545 5.550404 -7.770675 -0.3 0.1 -0.2
H -1.815296 4.832939 -6.639506 -0.2 0.1 0.0
```
Forces are in eV/Å.

In order of appearance, total energy = -150062.9169 -135209.8650 -121583.1454 eV.